1.
18
Properties=species:S:1:pos:R:3:forces:R:3 method="wB97M-V/def2-TZVPD" total_charge=0 smiles="CCC(=O)NC.O" homo_ev=-9.56 homo_lumo_gap_ev=9.9 multiplicity=1
O -0.0909 -1.7901 1.9077 0.084 -0.082 0.013
O -0.4278 1.9426 -2.4023 0.076 -0.257 -0.013
N 0.1824 -1.0834 -0.2277 -0.542 -0.371 -0.166
C -0.6048 -2.1929 -0.7693 0.321 0.234 0.142
C 0.2800 -0.9340 1.1301 0.147 0.470 -0.404
C 0.8901 0.3875 1.5752 -0.178 -0.262 0.433
C 0.1024 1.6137 1.1225 0.619 0.029 -0.223
H 0.0315 -3.0498 -0.9854 -0.016 -0.050 -0.041
H 0.3823 1.6338 -2.8232 -0.026 0.103 -0.045
H 0.9010 0.3129 2.6639 0.132 0.150 -0.054
H 1.9201 0.4682 1.2228 0.018 -0.144 0.000
H 0.1770 -0.2535 -0.7984 0.199 0.124 0.226
H -1.3543 -2.5006 -0.0443 -0.074 -0.001 -0.013
H 0.5864 2.5094 1.5137 -0.260 0.024 0.291
H -1.0795 -1.8546 -1.6875 -0.064 -0.110 -0.043
H -1.1348 1.4968 -2.8816 -0.007 0.078 0.014
H -0.9346 1.5494 1.4416 -0.063 0.184 -0.054
H 0.1735 1.7445 0.0424 -0.367 -0.119 -0.062



2.
18
Properties=species:S:1:pos:R:3:forces:R:3 method="wB97M-V/def2-TZVPD" total_charge=0 smiles="CCCC(N)=O.O" homo_ev=-9.48 homo_lumo_gap_ev=9.9 multiplicity=1
O -1.8462 -2.4698 -1.1898 0.206 -0.230 -0.361
O 1.5453 1.0365 -1.3270 -0.411 0.352 -0.280
N 0.8463 -1.1094 -1.1642 -0.311 -0.022 -0.113
C -0.4087 1.3959 1.0793 -0.600 -0.424 0.960
C 0.6747 0.3474 0.7945 -1.899 -0.002 -0.547
C -0.8166 1.2679 2.5628 0.990 0.720 -0.278
C 0.9372 0.1953 -0.7033 2.345 -0.623 0.904
H -1.3628 -2.8327 -1.9486 -0.340 0.028 0.199
H 1.5532 0.5764 1.3848 0.531 0.177 -0.458
H -1.3046 1.2350 0.4736 0.160 -0.124 -0.208
H -1.5257 2.0276 2.8885 -0.381 -0.265 -0.168
H -0.0773 2.4076 0.8822 0.272 0.141 -0.170
H 0.3362 -0.6235 1.1633 -0.153 0.044 0.048
H 1.3916 -1.3216 -1.9831 -0.254 0.317 -0.327
H 0.0804 1.4890 3.1529 -0.035 -0.277 0.133
H -2.7628 -2.7211 -1.3415 0.008 0.047 0.053
H -1.1291 0.2507 2.7795 -0.289 0.041 0.168
H -0.0175 -1.6218 -1.0637 0.161 0.101 0.447



3.
18
Properties=species:S:1:pos:R:3:forces:R:3 method="wB97M-V/def2-TZVPD" total_charge=0 smiles=C[C@H](O)[C@H](N)CO homo_ev=-9.17 homo_lumo_gap_ev=9.8 multiplicity=1
O -0.1423 -2.0163 1.6078 -1.340 -2.525 0.163
O -0.0452 2.0847 -0.1705 -2.024 0.424 -0.326
N -1.8430 -0.1503 0.0076 -0.533 0.922 1.872
C 0.4357 -1.0071 0.8370 0.070 -2.765 -4.088
C -0.4690 -0.3533 -0.3328 1.915 -2.406 0.404
C 0.2051 0.8835 -0.9166 1.159 0.232 -0.364
C 1.7604 0.7072 -1.1006 -1.653 0.882 -1.290
H -2.2308 -0.9342 0.5557 0.467 -0.029 -0.790
H 2.2066 1.4955 -1.7617 -0.658 -0.587 0.623
H -0.3894 -1.1088 -1.1305 -0.344 0.155 -0.048
H -0.0809 0.9634 -1.9455 -1.099 0.453 -0.570
H -1.0167 2.4056 -0.2799 2.552 -1.161 0.036
H -1.7771 0.5363 0.7823 -0.416 0.018 -0.631
H 0.7380 -0.2558 1.4399 1.096 2.281 2.317
H -0.0862 -2.9573 1.2066 0.007 2.784 0.666
H 2.1676 0.7882 -0.1515 1.307 -0.012 1.747
H 1.9612 -0.2612 -1.5490 0.063 -0.117 0.059
H 1.3153 -1.5479 0.3604 -0.568 1.451 0.220



4.
18
Properties=species:S:1:pos:R:3:forces:R:3 method="wB97M-V/def2-TZVPD" total_charge=0 smiles="CCC(=O)NC.O" homo_ev=-9.61 homo_lumo_gap_ev=10.1 multiplicity=1
O 0.0051 -2.5591 2.4077 0.212 0.143 -0.007
O 0.1190 2.1776 -0.3705 0.419 -0.559 0.252
N 1.0155 0.1154 -0.2062 0.999 -1.327 -0.083
C -1.3759 0.5021 0.3619 1.702 0.309 -2.082
C 2.2383 0.4718 -0.9269 0.052 1.606 -0.064
C 0.0265 1.0022 -0.0187 -0.927 1.254 -1.423
C -2.0706 0.1955 -1.0407 1.023 0.970 0.070
H -1.3818 -0.4910 -1.5368 -0.456 -0.672 0.185
H 2.5220 1.4465 -0.4996 0.569 -0.384 -0.145
H 2.0431 0.7289 -1.9812 -0.346 -0.381 0.320
H -2.0873 0.9982 -1.8157 -0.076 0.129 1.229
H -3.0786 -0.1787 -0.9350 -0.063 -0.362 0.060
H 0.6279 -2.8041 3.1001 -0.052 -0.175 0.021
H -1.2707 -0.4585 0.8535 -0.589 0.124 0.764
H -1.6100 1.4165 0.8876 -1.533 -0.456 0.614
H 3.0805 -0.2394 -0.9374 -0.780 0.031 0.600
H 1.0045 -0.6989 0.3815 0.008 -0.336 -0.365
H 0.1924 -1.6248 2.2764 -0.161 0.088 0.055



5.
18
Properties=species:S:1:pos:R:3:forces:R:3 method="wB97M-V/def2-TZVPD" total_charge=0 smiles="CNCCC=O.O" homo_ev=-9.54 homo_lumo_gap_ev=10.2 multiplicity=1
O 2.5133 -1.8976 -0.4598 -0.624 -1.463 1.502
O -1.0963 1.9124 2.6097 -1.305 -0.649 0.400
N -0.6968 0.5620 -0.3138 2.752 -0.234 -0.811
C 0.5310 -0.2640 -0.4471 -0.612 -1.207 1.005
C 1.5364 -2.3796 0.1033 -0.746 4.351 -4.839
C 0.1575 -1.7411 -0.2373 1.136 -0.265 -0.198
C -0.3710 1.8215 -0.9960 -0.872 -0.760 0.342
H -1.0227 1.6196 1.6846 -0.100 -0.260 0.221
H -1.3363 2.2435 -0.9424 -1.216 1.314 -1.423
H 1.1733 -0.3175 -1.3883 -1.290 1.072 0.761
H 0.1203 1.6670 -2.0244 -0.704 0.767 1.635
H 1.2261 0.0374 0.3780 -0.547 -0.056 -0.753
H -0.2795 -2.1754 -1.1722 0.649 0.197 0.476
H -0.6115 -1.9333 0.5018 0.092 0.180 0.565
H 0.0831 2.4395 -0.2313 1.348 0.188 -0.519
H -1.9200 1.4702 2.9606 1.434 0.726 -0.719
H -1.5095 0.1224 -0.7078 -0.047 -0.259 -0.471
H 1.5026 -3.1870 0.6824 0.654 -3.641 2.825



6.
18
Properties=species:S:1:pos:R:3:forces:R:3 method="wB97M-V/def2-TZVPD" total_charge=+1 s2=0.758 homo_ev="-15.03 / -14.41" homo_lumo_gap_ev="11.1 / 5.6" multiplicity=2
O 0.6527 -2.3258 -0.2454 -0.398 0.507 -0.037
O 0.3378 -0.1332 -3.3189 1.583 0.551 -0.336
N -1.4667 0.9026 0.4461 -0.699 0.716 0.427
C 0.1238 -1.2541 -0.2113 1.191 -1.905 -0.153
C 0.6923 -0.2230 0.7100 -1.119 -0.139 0.945
C -0.4412 0.5991 1.3839 -0.784 -0.148 -0.321
C 0.2651 1.8836 1.8651 1.366 1.977 -2.360
H 1.1066 -0.7830 1.5409 0.855 0.126 -0.086
H -1.2515 1.5122 -0.3414 -0.009 -0.077 0.113
H -0.3146 2.4563 2.5673 0.113 -0.164 0.700
H 1.3529 1.7653 1.9995 -0.676 -0.492 1.245
H 0.4266 2.6223 0.9955 -0.906 -1.020 0.675
H 1.3959 0.4062 0.1785 0.277 0.034 -0.048
H -0.7323 -1.0933 -0.8697 -0.762 0.678 -0.127
H -2.4237 1.0335 0.8207 0.689 -0.329 -0.537
H -0.9790 0.0647 2.1987 0.895 0.188 -0.370
H -0.1083 0.2365 -2.5611 -0.864 -0.680 -0.452
H -0.0074 -0.8833 -3.8116 -0.752 0.176 0.722



Per-record M, g mol⁻¹: 105.14; 105.14; 105.14; 105.14; 105.14; 105.14
Per-record E_tot, Ha: -364.2550; -364.2478; -364.1920; -364.2233; -364.1666; -363.8606
Per-record ΔE to the lowest compared entry with this formula, charge and spin, kJ/mol: 34.48; 53.57; 200.00; 117.78; 266.58; 178.05